DFT (the ωB97M-V functional and the def2-TZVPD basis) results for a cluster of 2 separate species, C4H11N3O in total in a non-equilibrium geometry.

Geometry (Å):
H1 -1.954 1.280 -2.747
N1 -1.853 1.286 -1.737
C1 -0.705 1.628 -1.336
N2 -0.432 1.790 0.000
N3 -1.301 1.279 0.899
O1 1.020 1.458 0.268
H2 0.169 1.874 -1.954
H3 -1.295 0.246 0.935
H4 -1.153 1.685 1.816
H5 1.423 2.294 0.523
C2 -0.704 -1.727 0.285
C3 0.530 -1.412 -0.101
C4 1.759 -1.671 0.699
H6 -1.548 -1.612 -0.375
H7 -0.887 -2.223 1.226
H8 0.691 -0.989 -1.083
H9 2.289 -0.734 0.867
H10 2.428 -2.337 0.156
H11 1.521 -2.115 1.661

The SMILES is [H]/N=C/N(N)O.C=CC. The HOMO energy comes out at -8.904 eV. The orbital gap comes out at 9.68 eV. For the calculated total energy, the calculation gives -10840.710 eV.